Below is a structure of composition C23H27Cl2CoFN7O4S, with properties calculated with ωB97M-V with the def2-TZVPD basis set.

Output
Kohn-Sham gap (spin up / spin down), eV: 5.98 / 5.90
HOMO (spin up / spin down), eV: -9.109 / -9.024
Energy, Ha: -4377.99133
Relative energy (zero: lowest compared OMol25 entry of this formula, charge and spin), kJ/mol: 6.89

Geometry as ORCA input:
```
! RIJCOSX wB97M-V def2-TZVPD def2/J DEFGRID3
* xyz 1 2
Co -1.20579 2.83041 -0.28895
C -1.92837 -3.98228 2.86076
C -0.97832 -2.91733 3.39111
N -0.79740 -1.79477 2.45548
C -1.67299 -0.76402 2.50060
C -1.55510 0.38663 1.78702
C -2.71466 1.37175 1.80906
O -3.54796 1.23726 2.69456
O -2.73671 2.19594 0.83273
C -0.36369 0.57842 1.03842
O 0.02754 1.67293 0.59206
C 0.45175 -0.60211 0.79826
C 1.44778 -0.55161 -0.17715
C 2.18907 -1.66558 -0.42590
F 3.18317 -1.60800 -1.33350
C 1.95919 -2.87445 0.24596
C 0.97974 -2.92018 1.21585
C 0.21634 -1.78269 1.51413
N 2.69241 -4.06826 -0.04049
C 3.74041 -4.39367 0.91797
C 4.11429 -5.85681 0.78859
N 4.55034 -6.11263 -0.63173
C 3.45136 -5.75300 -1.60247
C 3.13068 -4.28543 -1.41359
H -2.03788 -4.78352 3.59314
H -1.56567 -4.41313 1.92514
H -2.91526 -3.55577 2.67316
H 0.00221 -3.33394 3.61015
H -1.35745 -2.50064 4.32035
H -2.52527 -0.87966 3.16181
H 1.62285 0.36618 -0.73121
H 0.78071 -3.87135 1.69426
H 3.38609 -4.21680 1.93015
H 4.63857 -3.77075 0.76960
H 3.25290 -6.49390 0.97163
H 4.92795 -6.13320 1.45437
H 4.84860 -7.07808 -0.75446
H 5.35696 -5.51955 -0.83252
H 2.59696 -6.38081 -1.36377
H 3.80105 -5.96749 -2.60908
H 2.33511 -4.01359 -2.10358
H 4.01229 -3.68886 -1.68118
Cl -0.76644 4.58439 1.82656
C -1.96771 5.78276 2.35119
Cl -3.52046 5.64843 1.52881
H -1.55319 6.75894 2.14582
H -2.12786 5.63059 3.40859
C -0.24879 6.65020 -3.23339
N -1.38624 5.88335 -2.71851
C -2.64439 6.00524 -3.22095
C -3.68341 5.27060 -2.76990
C -3.41280 4.33987 -1.72373
N -2.19062 4.22353 -1.24917
C -1.13227 4.93691 -1.73342
O -0.00896 4.71744 -1.29233
N -4.34006 3.56336 -1.16270
H -0.60237 7.30903 -4.02165
H 0.50625 5.97212 -3.62231
H 0.19804 7.23383 -2.43318
H -2.76291 6.73113 -4.01425
H -4.67157 5.37935 -3.18915
H -5.30084 3.60603 -1.44529
H -4.06076 2.96284 -0.38888
S 0.97116 1.20545 -3.87559
C -0.14275 1.60485 -2.76374
N -0.94490 1.89409 -1.95956
*
```

Atom charges from the Mulliken analysis, given in e for atoms 1 to 6: number 1, Co, carries -0.033; number 2, C, carries -1.006; number 3, C, carries -1.101; number 4, N, carries 0.267; number 5, C, carries -0.171; number 6, C, carries -0.248

***

Below is the molecule C4H8O, with properties calculated with ωB97M-V with the def2-TZVPD basis set.

Output
Kohn-Sham gap, eV: 9.46
HOMO, eV: -8.493
Energy, Ha: -232.34274
Relative energy (zero: lowest compared OMol25 entry of this formula, charge and spin), kJ/mol: 270.15

Geometry as ORCA input:
```
! RIJCOSX wB97M-V def2-TZVPD def2/J DEFGRID3
* xyz 0 1
C 0.37121 -0.89605 -1.14089
C 0.27091 0.54249 -0.63586
C -0.89734 0.81787 0.34336
C 0.00525 0.66901 1.53716
O -0.07748 -0.59825 1.93683
H 0.42131 -1.58497 -0.29006
H 1.27870 -1.03394 -1.73981
H -0.48303 -1.20414 -1.75657
H 0.34292 1.29483 -1.42566
H -1.73115 0.10586 0.29556
H -1.25593 1.84660 0.26019
H 1.13002 0.76618 0.02613
H 0.62460 -0.72549 2.58962
*
```

Atom charges from the Mulliken analysis, given in e for atoms 1 to 6: number 1, C, carries -1.075; number 2, C, carries -0.354; number 3, C, carries -0.259; number 4, C, carries -0.492; number 5, O, carries -0.337; number 6, H, carries 0.269

***

Below is a cluster of 2 separate species, C2H4BrOP in total in a non-equilibrium geometry, with properties calculated with ωB97M-V with the def2-TZVPD basis set.

Output
Kohn-Sham gap (spin up / spin down), eV: 5.32 / 5.32
HOMO (spin up / spin down), eV: -9.228 / -9.226
Energy, Ha: -3069.07674
Relative energy (zero: lowest compared OMol25 entry of this formula, charge and spin), kJ/mol: 359.32

Geometry as ORCA input:
```
! RIJCOSX wB97M-V def2-TZVPD def2/J DEFGRID3
* xyz 0 1
C -0.96554 -1.66938 0.39288
C 0.73092 0.58070 -0.01061
O -0.65202 -1.85384 -0.74026
P -0.27532 -0.17590 1.39026
Br -3.71741 0.11424 -0.03263
H -1.47229 -2.48738 0.90292
H 0.48523 -0.26406 -0.80061
H 1.78052 0.72790 0.24318
H 0.22800 1.49883 -0.48675
*
```

Atom charges from the Mulliken analysis, given in e for atoms 1 to 6: number 1, C, carries -0.050; number 2, C, carries -0.798; number 3, O, carries -0.399; number 4, P, carries 0.313; number 5, Br, carries -0.408; number 6, H, carries 0.413

***

Below is a structure of composition C28H59BFO3PRbV in a non-equilibrium geometry, with properties calculated with ωB97M-V with the def2-TZVPD basis set.

Output
Kohn-Sham gap (spin up / spin down), eV: 7.40 / 4.32
HOMO (spin up / spin down), eV: -13.309 / -13.309
Energy, Ha: -2761.37622

Geometry as ORCA input:
```
! RIJCOSX wB97M-V def2-TZVPD def2/J DEFGRID3
* xyz 2 5
Rb 0.96216 2.26321 -3.06944
V 1.56753 5.66276 -5.09421
C 2.69149 12.30340 -2.34845
C 3.09919 11.10103 -1.51013
C 1.83843 10.72464 -0.70492
C 2.00525 9.60892 0.34176
P 1.76154 7.85300 -0.28619
C 3.36792 7.47169 -1.14518
C 4.62164 7.76363 -0.36070
C 5.84385 7.06571 -0.89123
C 6.14562 5.60074 -0.34963
C 1.42621 6.90330 1.16711
C 1.39132 5.34247 0.99247
C 2.62722 4.62443 1.34106
C 2.86979 3.25271 0.50023
C 0.31609 7.89747 -1.37638
C -0.97688 8.49594 -0.79416
C -2.29271 7.96533 -1.50445
C -2.47900 8.24942 -3.03622
H 3.48496 12.79258 -2.91343
H 2.26592 13.21131 -1.92101
H 1.93992 12.04515 -3.09447
H 3.77635 11.40962 -0.71369
H 3.55081 10.30362 -2.10027
H 1.07640 10.44712 -1.43320
H 1.43826 11.60327 -0.19898
H 1.21268 9.80630 1.06355
H 2.92708 9.69197 0.91746
H 3.29050 7.97472 -2.10906
H 3.24273 6.38982 -1.18944
H 4.49542 7.46059 0.67870
H 4.77561 8.84151 -0.41132
H 6.73928 7.67177 -0.75342
H 5.80789 7.09665 -1.98020
H 7.05039 5.16136 -0.76966
H 5.35483 4.92405 -0.67343
H 6.14207 5.53270 0.73824
H 0.48231 7.33170 1.50418
H 2.12387 7.16127 1.96387
H 0.98323 5.10256 0.01064
H 0.68059 4.92997 1.70858
H 2.88527 4.66803 2.39918
H 3.44987 5.24172 0.98007
H 3.70375 2.68538 0.91345
H 3.06182 3.47401 -0.54965
H 1.96031 2.65269 0.53072
H 0.05339 6.86061 -1.58617
H 0.64631 8.28271 -2.34108
H -1.01409 9.57366 -0.95304
H -1.17933 8.26336 0.25131
H -3.13018 8.27787 -0.88069
H -2.28164 6.88613 -1.65703
H -1.63610 7.81465 -3.57342
H -2.22328 9.30759 -3.09066
H -3.48474 8.06062 -3.41164
B -0.47173 5.41305 -4.18976
H 0.22255 5.97460 -3.58404
H -0.09911 4.40062 -4.20898
H -1.44780 5.47449 -3.73396
H -0.37549 5.73825 -5.21408
C 4.10763 4.08063 -3.41522
O 2.78118 4.58162 -3.56124
H 4.08977 2.99950 -3.27750
H 4.68955 4.16924 -4.33262
H 4.71435 4.59196 -2.66787
C 3.74192 4.08686 -7.91906
C 2.37183 4.67080 -8.01553
O 1.42900 4.30823 -6.99067
H 3.60053 3.00832 -7.84928
H 4.23434 4.42738 -7.00819
H 4.48375 4.38570 -8.65966
H 2.09496 4.30757 -9.00523
H 2.42363 5.74527 -8.19138
C 5.62204 0.18753 -1.00680
C 6.60078 1.10428 -0.35684
O 6.55847 1.33594 0.85165
C 7.73908 1.63493 -1.19858
H 6.13598 -0.48019 -1.69828
H 4.80605 0.78508 -1.41324
H 5.23689 -0.45559 -0.21550
H 8.55445 0.95611 -1.44851
H 8.18615 2.50753 -0.72233
H 7.39585 1.98934 -2.17053
F 2.62678 -0.11013 -3.03636
C 3.63318 -0.27126 -3.92335
C 3.71944 0.48669 -5.05671
C 4.72561 0.24062 -5.96198
C 5.60625 -0.81585 -5.74819
C 5.57138 -1.54100 -4.53854
C 4.54069 -1.35771 -3.69137
H 2.99824 1.28582 -5.14413
H 4.90351 0.86751 -6.82323
H 6.49919 -0.93441 -6.34401
H 6.22560 -2.39282 -4.42533
H 4.48725 -2.09356 -2.90266
*
```

Atom charges from the Mulliken analysis, given in e for atoms 1 to 6: number 1, Rb, carries 0.854; number 2, V, carries 0.590; number 3, C, carries -1.533; number 4, C, carries -0.023; number 5, C, carries -0.808; number 6, C, carries -1.171

***

Below is a structure of composition C3H12I2N2O2P2Si2 in a non-equilibrium geometry, with properties calculated with ωB97M-V with the def2-TZVPD basis set.

Output
Kohn-Sham gap, eV: 7.52
HOMO, eV: -8.432
Energy, Ha: -2238.59003

Geometry as ORCA input:
```
! RIJCOSX wB97M-V def2-TZVPD def2/J DEFGRID3
* xyz 0 1
C 3.11496 -0.11507 0.35704
C 2.55859 0.84765 -0.75720
I 3.92806 1.25246 -2.42220
C 1.28430 1.44895 -0.70101
I 0.78161 2.79978 -2.34510
Si 0.07731 1.14046 0.73269
O -0.14507 -0.50892 1.16801
Si -0.43354 -1.54746 -0.17544
N -1.57581 -0.94732 -1.38017
P -1.23474 -3.44822 0.66372
O -2.74824 -3.59992 0.37428
P -1.96087 2.01316 0.38815
N -2.16457 3.33443 1.31276
H 4.01717 -0.64969 -0.08560
H 2.40339 -0.92490 0.68403
H 3.44090 0.42653 1.30508
H 0.58440 1.86023 1.92141
H 0.85214 -1.86163 -0.83465
H -1.26224 -0.09892 -1.85853
H -2.52321 -0.86240 -1.00240
H -0.53789 -4.57063 0.09585
H -1.01693 -3.43682 2.08059
H -2.15309 2.30324 -1.01617
H -2.91150 1.03373 0.81876
H -2.37511 4.11128 0.67609
*
```

Atom charges from the Mulliken analysis, given in e for atoms 1 to 6: number 1, C, carries -0.886; number 2, C, carries -0.085; number 3, I, carries 0.060; number 4, C, carries 0.024; number 5, I, carries 0.054; number 6, Si, carries 0.408

***

Below is a structure of composition C30H37BBr2N3O6PS2SeTi in a non-equilibrium geometry, with properties calculated with ωB97M-V with the def2-TZVPD basis set.

Output
Kohn-Sham gap (spin up / spin down), eV: 4.83 / 6.20
HOMO (spin up / spin down), eV: -2.407 / -3.788
Energy, Ha: -11342.88542
Relative energy (zero: lowest compared OMol25 entry of this formula, charge and spin), kJ/mol: 145.46

Geometry as ORCA input:
```
! RIJCOSX wB97M-V def2-TZVPD def2/J DEFGRID3
* xyz -1 2
Ti -0.20847 -0.18938 0.03218
C -1.92469 0.48584 4.44417
C -1.69064 0.52540 2.94138
S -0.11135 -0.04868 2.43226
C -2.64873 0.95808 2.11355
C -4.00361 1.42858 2.58310
S -2.48096 0.96842 0.35647
H -1.07587 0.01783 4.93990
H -2.82183 -0.09188 4.68651
H -2.04843 1.49199 4.86013
H -3.99475 1.69972 3.64038
H -4.76008 0.64653 2.43744
H -4.32620 2.30114 2.00858
Br 0.52385 -5.04261 0.90168
C 1.83868 -3.68938 0.68412
C 3.18157 -4.00693 0.85252
C 4.12814 -3.01873 0.67252
Br 5.96241 -3.50555 0.88894
C 3.80072 -1.69726 0.32184
C 4.72495 -0.63125 0.08317
C 4.20479 0.59267 -0.35995
C 2.85710 0.77595 -0.53836
N 1.91593 -0.19169 -0.26070
C 2.41891 -1.41587 0.16162
C 1.43189 -2.40167 0.35185
O 0.16659 -2.05796 0.11939
H 3.47748 -5.01163 1.12040
H 5.78648 -0.77713 0.21776
H 4.87536 1.41143 -0.60202
H 2.49780 1.69322 -0.97976
C 3.17561 5.63037 0.22765
C 2.74857 4.27450 0.73751
O 1.60314 3.85351 -0.00593
P 0.68178 2.61971 0.63450
O -0.59473 3.52069 1.09200
C -0.65408 4.00924 2.43243
C -0.97530 5.48617 2.40496
O 0.10013 2.03460 -0.79420
C -0.59423 2.87230 -1.75211
C 0.32840 3.19716 -2.90284
H 4.03688 5.99734 0.79473
H 2.35529 6.34640 0.32520
H 3.44981 5.56463 -0.82855
H 2.52135 4.32822 1.80778
H 3.55540 3.54686 0.61409
H 0.29412 3.82979 2.95204
H -1.42810 3.45211 2.95790
H -0.22325 6.03190 1.82786
H -1.00303 5.88625 3.42317
H -1.94935 5.64484 1.93555
H -0.94494 3.76665 -1.25247
H -1.45321 2.30069 -2.08333
H 1.20973 3.73276 -2.54448
H -0.20745 3.83443 -3.61539
H 0.64315 2.28700 -3.41440
O -2.58229 -1.82610 1.06905
B -2.19788 -1.03628 -0.09024
O -3.01327 -1.50725 -1.19061
C -3.85640 -2.43697 -0.68469
C -4.83120 -3.15025 -1.33991
C -5.57483 -4.07351 -0.58804
C -5.32976 -4.25061 0.76575
C -4.32467 -3.52054 1.42120
C -3.59439 -2.62932 0.67026
H -5.02176 -2.99666 -2.39662
H -6.34529 -4.66041 -1.07561
H -5.92432 -4.96091 1.33023
H -4.11632 -3.65090 2.47722
C -1.14903 -3.65191 -2.43462
N 0.24472 -3.35194 -2.73685
C 1.24556 -4.30462 -2.81498
C 2.39318 -3.65103 -3.04913
N 2.07921 -2.30271 -3.10267
C 3.04619 -1.24526 -3.36492
C 0.76390 -2.11288 -2.88086
Se -0.12487 -0.47485 -2.86400
H -1.43654 -4.55792 -2.96811
H -1.75705 -2.81563 -2.74882
H -1.27424 -3.78949 -1.36662
H 1.05048 -5.35644 -2.68154
H 3.40255 -4.01145 -3.16712
H 3.99190 -1.50790 -2.89635
H 2.68006 -0.32182 -2.93619
H 3.18365 -1.11177 -4.43995
*
```

Atom charges from the Mulliken analysis, given in e for atoms 1 to 6: number 1, Ti, carries -0.476; number 2, C, carries -1.775; number 3, C, carries 1.236; number 4, S, carries -0.707; number 5, C, carries 0.659; number 6, C, carries -1.916